[1]
Entry from OMol25: 2 unconnected molecules or ions with the total composition C6H18N2 (ωB97M-V with the def2-TZVPD basis set).

Calculated values
LUMO: 1.0 eV
energy above the lowest of the compared OMol25 structures with the same formula, charge and spin: 61.1 kJ/mol
highest occupied orbital energy: -0.320 hartree
electronic energy: -9493.1330 eV
SMILES: CCNC.CCNC

ORCA input file:
```
! RIJCOSX wB97M-V def2-TZVPD def2/J DEFGRID3
* xyz 0 1
C -2.248 2.015 2.078
C -2.710 0.749 2.834
N -3.421 0.933 4.051
C -4.810 1.285 3.820
H -3.161 2.556 1.778
H -1.665 1.780 1.172
H -1.644 2.676 2.723
H -1.891 0.051 3.093
H -3.396 0.221 2.142
H -2.947 1.715 4.520
H -5.003 2.201 3.238
H -5.216 1.421 4.836
H -5.339 0.444 3.340
C 1.998 -1.312 -4.354
C 2.903 -0.911 -3.187
N 4.038 -1.898 -3.021
C 4.806 -1.586 -1.851
H 1.151 -0.606 -4.388
H 1.600 -2.332 -4.220
H 2.533 -1.266 -5.317
H 2.263 -0.821 -2.288
H 3.349 0.083 -3.384
H 3.763 -2.888 -2.994
H 5.607 -2.333 -1.720
H 4.170 -1.590 -0.950
H 5.268 -0.589 -1.951
*
```

***

[2]
Entry from OMol25: 2 unconnected molecules or ions with the total composition C6H18N2O (ωB97M-V with the def2-TZVPD basis set).

Calculated values
LUMO: 0.9 eV
energy above the lowest of the compared OMol25 structures with the same formula, charge and spin: 141.9 kJ/mol
highest occupied orbital energy: -0.317 hartree
electronic energy: -11540.2349 eV
SMILES: CCNCCN(C)C.O

ORCA input file:
```
! RIJCOSX wB97M-V def2-TZVPD def2/J DEFGRID3
* xyz 0 1
C -0.334 -3.198 -0.702
C 0.602 -2.804 0.451
N 1.018 -1.344 0.458
C -0.173 -0.479 0.642
C 0.334 0.956 0.341
N 0.225 1.319 -1.083
C -1.136 1.641 -1.408
C 1.267 2.289 -1.351
H 0.095 -2.849 -1.640
H -0.496 -4.277 -0.637
H -1.324 -2.772 -0.565
H 0.107 -2.983 1.408
H 1.569 -3.304 0.432
H 1.337 -1.217 -0.501
H -0.464 -0.479 1.690
H -1.019 -0.760 0.019
H 1.339 0.947 0.736
H -0.230 1.717 0.915
H -1.393 2.631 -1.785
H -1.775 1.384 -0.562
H -1.616 1.087 -2.251
H 2.208 1.771 -1.554
H 1.112 2.830 -2.293
H 1.427 3.063 -0.588
O -0.992 1.634 3.646
H -1.231 2.243 2.928
H -0.456 0.954 3.254
*
```

***

Q: Which formula does entry 1 have?
A: C6H18N2

***

Please write out number 2 again, unchanged.
Entry from OMol25: 2 unconnected molecules or ions with the total composition C6H18N2O (ωB97M-V with the def2-TZVPD basis set).

Calculated values
LUMO: 0.9 eV
energy above the lowest of the compared OMol25 structures with the same formula, charge and spin: 141.9 kJ/mol
highest occupied orbital energy: -0.317 hartree
electronic energy: -11540.2349 eV
SMILES: CCNCCN(C)C.O

ORCA input file:
```
! RIJCOSX wB97M-V def2-TZVPD def2/J DEFGRID3
* xyz 0 1
C -0.334 -3.198 -0.702
C 0.602 -2.804 0.451
N 1.018 -1.344 0.458
C -0.173 -0.479 0.642
C 0.334 0.956 0.341
N 0.225 1.319 -1.083
C -1.136 1.641 -1.408
C 1.267 2.289 -1.351
H 0.095 -2.849 -1.640
H -0.496 -4.277 -0.637
H -1.324 -2.772 -0.565
H 0.107 -2.983 1.408
H 1.569 -3.304 0.432
H 1.337 -1.217 -0.501
H -0.464 -0.479 1.690
H -1.019 -0.760 0.019
H 1.339 0.947 0.736
H -0.230 1.717 0.915
H -1.393 2.631 -1.785
H -1.775 1.384 -0.562
H -1.616 1.087 -2.251
H 2.208 1.771 -1.554
H 1.112 2.830 -2.293
H 1.427 3.063 -0.588
O -0.992 1.634 3.646
H -1.231 2.243 2.928
H -0.456 0.954 3.254
*
```

***

Q: Which of these has the highest electronic energy?
A: C6H18N2

***

Q: Among the records above, which one has the lowest highest occupied orbital energy?
A: C6H18N2